(1)
27
Properties=species:S:1:pos:R:3:forces:R:3 method="wB97M-V/def2-TZVPD" total_charge=-4 e_tot_ev=-107076.222 homo_ev=1.56
Sr -20.86373 -13.61121 -11.04887 -0.7 2.2 1.2
F -20.85683 -12.00316 -9.05102 0.2 -1.2 -1.2
Cl -20.99413 -16.43924 -8.24572 -1.1 -1.5 3.7
O -21.63970 -17.56409 -8.82567 0.5 -1.2 -2.1
O -20.92014 -15.31835 -9.09865 0.8 1.0 -1.9
O -21.82739 -16.12852 -7.13739 -0.9 1.4 1.4
O -19.71302 -16.79454 -7.67872 0.9 0.0 -1.1
Cl -20.60292 -12.40221 -14.41961 -1.1 -0.4 3.7
O -21.30476 -11.98494 -13.19914 -0.4 0.1 -0.8
O -19.66551 -11.42886 -14.76240 1.0 2.7 -2.0
O -19.82378 -13.51617 -13.99711 0.6 -2.9 0.0
O -21.53842 -12.73510 -15.44315 0.0 0.1 -0.7
Cl -23.95316 -10.64641 -10.85327 5.6 0.9 -0.9
O -23.84141 -10.04833 -12.12264 0.5 1.0 -2.8
O -23.37137 -9.70051 -9.90510 1.5 -1.3 0.3
O -25.26342 -10.63900 -10.51045 -7.1 -2.0 1.8
O -23.37407 -12.00720 -11.00486 -0.7 1.5 1.5
Cl -17.19840 -11.83638 -10.52595 4.0 -2.0 -1.2
O -15.89995 -12.42394 -10.93186 -0.4 -0.1 -1.2
O -17.13559 -10.47885 -10.91044 0.2 2.7 1.5
O -18.26766 -12.32409 -11.33211 -1.6 -2.1 0.3
O -17.18887 -12.22920 -9.14656 -2.1 1.3 0.7
Cl -24.29174 -15.64851 -12.33023 0.9 -2.2 -2.7
O -25.24537 -15.58359 -11.28331 -2.3 0.4 -0.3
O -24.54410 -14.93423 -13.57606 -0.6 2.2 1.8
O -23.07023 -15.43325 -11.66783 3.5 3.0 0.9
O -24.07740 -16.94817 -12.88055 -1.2 -3.3 0.1

(2)
2
Properties=species:S:1:pos:R:3:forces:R:3 method="wB97M-V/def2-TZVPD" total_charge=+1 e_tot_ev=-40933.931 spin_multiplicity=5 homo_ev="-15.62 / -15.85"
Cr 0.46314 0.73594 0.90363 -1.1 -1.8 -2.2
Cl -0.46314 -0.73594 -0.90363 1.1 1.8 2.2

(3)
8
Properties=species:S:1:pos:R:3:forces:R:3 method="wB97M-V/def2-TZVPD" e_tot_ev=-27553.257 homo_ev="-5.99 / -5.57"
N 0.73584 0.77647 -0.05416 0.3 0.1 2.7
N 0.34443 -0.31743 0.56125 0.1 -0.3 -2.9
F 4.24815 -1.55840 0.68919 0.3 0.8 -0.9
P 4.79166 -0.51240 -0.52403 0.8 -3.1 0.2
Cl 3.80796 1.06933 -0.06689 -1.4 2.3 0.7
H 0.75888 0.75911 -1.03482 -0.5 -0.9 -1.8
H 0.27675 -1.25276 0.13161 0.0 0.8 -0.3
H 0.68098 -0.38159 1.46624 0.4 0.2 2.3

(4)
8
Properties=species:S:1:pos:R:3:forces:R:3 method="wB97M-V/def2-TZVPD" e_tot_ev=-27555.208 spin_multiplicity=3 homo_ev="-6.20 / -10.39"
N 0.64792 -1.45272 0.95072 2.4 0.6 -1.2
N 0.71653 1.04304 -0.38589 2.4 -2.9 0.6
F -1.17726 -0.51815 -1.23664 1.1 0.1 0.8
P -0.41288 -0.02371 0.15511 -0.8 -2.1 -0.3
Cl -1.99724 0.96867 0.84831 -1.9 2.2 0.5
H 0.19624 -2.24891 1.35188 -1.1 -0.7 0.3
H 0.42670 1.73737 -1.00614 -0.4 1.3 -1.3
H 1.60000 0.49440 -0.67735 -1.8 1.5 0.6

(5)
4
Properties=species:S:1:pos:R:3:forces:R:3 method="wB97M-V/def2-TZVPD" e_tot_ev=-15652.355 homo_ev=-9.59
Li -0.76524 -0.46579 -0.02054 -2.1 -2.6 -1.2
Li 0.47672 1.17625 -0.82192 0.7 -0.8 0.8
Cl -0.19276 0.53244 1.41109 0.7 3.1 2.1
F 0.48129 -1.24289 -0.56863 0.7 0.4 -1.8

(6)
4
Properties=species:S:1:pos:R:3:forces:R:3 method="wB97M-V/def2-TZVPD" total_charge=+2 e_tot_ev=-26104.828 homo_ev=-16.55
Mg 2.09758 -0.10616 -1.85622 -1.6 -1.7 1.8
Mg -3.24448 0.47247 1.95798 0.9 0.3 -0.3
F 0.72110 -2.40882 -0.59024 1.1 2.2 -1.2
Cl 0.42581 2.04250 0.48849 -0.5 -0.9 -0.3

(7)
7
Properties=species:S:1:pos:R:3:forces:R:3 method="wB97M-V/def2-TZVPD" e_tot_ev=-24354.302 homo_ev="-10.45 / -9.97"
N -0.00235 -1.92736 -1.27646 -0.8 2.2 -1.5
N -0.01812 0.89892 1.40876 -0.8 -0.2 -1.6
O 0.01903 1.89518 0.82005 -0.3 -0.1 -0.4
O 0.36564 0.47215 2.39712 0.6 -0.8 1.6
O -0.30797 -1.01749 -1.88147 -0.1 -3.4 1.6
F -0.82438 -0.22918 0.64135 0.5 1.1 0.5
Cl 1.08358 0.51465 -2.17016 1.0 1.1 -0.2

(8)
5
Properties=species:S:1:pos:R:3:forces:R:3 method="wB97M-V/def2-TZVPD" e_tot_ev=-30167.768 homo_ev=-11.93
O 0.79279 -0.46274 -1.31629 -0.4 -0.2 0.3
O 0.50916 1.39942 0.32805 -0.1 -0.2 0.0
F 0.73511 -0.91467 1.11712 -1.0 1.3 -1.9
S 0.29000 0.07518 -0.11034 -1.7 -0.8 1.6
Cl -2.32706 -0.09719 -0.01855 3.3 -0.1 -0.1

(9)
5
Properties=species:S:1:pos:R:3:forces:R:3 method="wB97M-V/def2-TZVPD" e_tot_ev=-30166.237 spin_multiplicity=3 homo_ev="-12.07 / -11.78"
O -1.83314 -0.14642 1.32749 0.4 0.2 -0.9
O -0.77130 -1.14113 -0.75671 -0.5 0.7 0.5
F 0.29618 0.90849 0.27496 -2.4 -1.3 -0.3
S -1.20484 -0.01372 0.03533 2.5 0.4 0.6
Cl 3.51309 0.39279 -0.88107 0.0 0.0 0.0

(10)
3
Properties=species:S:1:pos:R:3:forces:R:3 method="wB97M-V/def2-TZVPD" total_charge=+4 e_tot_ev=-81231.352 spin_multiplicity=10 homo_ev="-34.13 / -33.57"
Fe -33.10191 -33.49779 27.38010 1.1 0.8 1.0
Fe -36.52572 -36.17120 24.55690 -1.2 -0.9 -0.9
Cl -34.73798 -34.70398 25.84788 0.1 0.1 -0.1

(11)
11
Properties=species:S:1:pos:R:3:forces:R:3 method="wB97M-V/def2-TZVPD" total_charge=+1 e_tot_ev=-53138.399 spin_multiplicity=5 homo_ev="-14.03 / -14.02"
Fe 1.39622 3.06844 -0.26079 -1.6 -2.9 0.4
Cl 0.21072 0.87227 -0.06294 1.9 3.4 -0.9
O 0.02625 -0.59833 -3.11563 -0.1 0.0 0.0
H 0.04050 -0.12647 -2.28294 -0.1 0.0 0.2
H 0.85376 -0.36634 -3.53712 0.2 -0.1 -0.3
O 1.08371 -1.48943 1.73704 0.1 0.1 0.3
H 1.62645 -1.87962 1.05191 0.2 -0.3 -0.2
H 0.55131 -0.83846 1.27984 -0.1 -0.2 0.2
O -1.87998 0.39608 2.11347 0.1 0.1 0.3
H -2.68802 0.30755 1.60802 -0.3 -0.1 -0.1
H -1.22093 0.65432 1.46913 -0.2 0.1 0.2

(12)
16
Properties=species:S:1:pos:R:3:forces:R:3 method="wB97M-V/def2-TZVPD" total_charge=-1 e_tot_ev=-22920.329 homo_ev=-5.52
Cl -0.35922 0.30107 0.31901 -3.8 2.1 -0.8
O -0.80397 -1.68398 -1.24565 -0.3 -2.8 -1.5
H -0.53065 -1.00121 -0.63298 0.1 -0.5 -0.3
H -1.65904 -1.96805 -0.92256 -0.2 -0.1 0.0
O -0.38009 -1.26196 2.16900 -0.5 -2.5 2.4
H -0.06999 -1.00522 1.30057 0.0 -0.7 0.0
H -0.10554 -2.17423 2.26186 -0.1 -0.4 0.3
O 1.35843 0.60266 1.95874 3.9 1.1 2.7
H 1.64489 -0.30960 1.91458 0.0 0.1 0.2
H 0.52448 0.61533 1.48904 0.7 0.7 1.5
O 1.11379 2.06174 -0.97171 1.9 2.0 -1.2
H 1.10982 1.59343 -1.80652 0.8 0.1 0.2
H 0.45000 1.61753 -0.44419 0.0 0.1 0.3
O -1.03765 0.81910 -2.07058 -1.1 0.8 -3.3
H -0.15662 1.17642 -2.18165 -0.9 -0.1 -0.2
H -1.09869 0.61691 -1.13697 -0.5 0.2 -0.5